A cluster of 2 separate species, C4H8F2N3 in total. Source: the Open Molecules 2025 dataset; level of theory: the ωB97M-V functional and the def2-TZVPD basis.

Calculated values
Orbital gap (spin up / spin down)   5.5 / 8.7 eV
<S²>   2.0168
Multiplicity   3
E_tot   -520.6681 Eh
Total charge   +1

Each line ends with the Löwdin spin population.
Cartesian coordinates (Å):
C: -0.5794 -1.1792 0.3026  0.01
C: -1.2683 -2.2618 -0.3550  0.01
C: 2.3894 0.4457 0.2961  0.07
C: -1.6483 2.7995 0.0441  0.70
N: 0.2014 -0.3916 -0.3430  0.06
N: 0.6177 1.8597 0.0825  0.80
N: 0.9382 0.7307 0.0497  0.08
F: -0.7623 -1.0340 1.5581  0.00
F: -2.2716 1.8049 -0.3593  0.20
H: -2.2163 -2.3924 0.1985  0.00
H: -1.1038 -2.3738 -1.3490  0.00
H: -0.6866 -3.1845 0.0478  0.00
H: 2.5236 -0.6316 0.2390  0.01
H: 2.6936 0.9611 1.2924  0.00
H: 2.9742 1.0349 -0.3957  0.00
H: -1.6144 3.5935 -0.7190  0.03
H: -1.2741 2.8683 1.0439  0.04

Forces on atoms 1 to 2 (eV/Å):
C 1.4 2.1 -1.2
C 0.8 -2.6 4.7

A cluster of 2 separate species, C4H8F3P in total. Source: the Open Molecules 2025 dataset; level of theory: the ωB97M-V functional and the def2-TZVPD basis.

Calculated values
Orbital gap   10.4 eV
SMILES   F/C=C/F.CP(C)F
Relative energy (zero: lowest compared OMol25 entry of this formula, charge and spin)   0.523 eV
E_tot   -798.0844 Eh

Each line ends with the natural charge from an NBO analysis.
Cartesian coordinates (Å):
F: 3.2889 -1.6685 0.1794  -0.33
C: 3.7190 -0.4675 -0.3053  0.14
C: 3.5233 0.6203 0.4719  0.17
F: 3.7368 1.9123 0.0806  -0.32
H: 3.6417 -0.4693 -1.3747  0.18
H: 3.5130 0.4386 1.5367  0.17
C: -0.9836 -0.4991 1.3795  -0.92
P: -0.2667 0.8543 0.1711  1.11
C: -1.3287 0.7056 -1.3318  -1.00
F: 0.8257 -0.2497 -0.3455  -0.60
H: -0.4885 -1.4556 1.1892  0.24
H: -1.9405 -0.6580 1.1090  0.21
H: -0.6713 -0.0347 2.3564  0.23
H: -1.5670 1.6865 -1.6186  0.23
H: -2.0627 -0.1542 -1.3820  0.24
H: -0.6650 0.2887 -2.0407  0.25

Forces on atoms 1 to 2 (eV/Å):
F 0.8 0.4 0.2
C -2.4 1.2 0.3

A cluster of 2 separate species, C4H8FIO in total. Source: the Open Molecules 2025 dataset; level of theory: the ωB97M-V functional and the def2-TZVPD basis.

Calculated values
Orbital gap   10.4 eV
SMILES   C=C(F)[C@@H](C)O.I
Relative energy (zero: lowest compared OMol25 entry of this formula, charge and spin)   1.115 eV
E_tot   -629.9416 Eh

Each line ends with the natural charge from an NBO analysis.
Cartesian coordinates (Å):
C: -1.1189 0.8464 0.7237  -0.50
C: -0.1362 0.9290 -0.1215  0.39
F: 1.0835 1.6014 0.2805  -0.39
C: 0.1631 0.1713 -1.4380  0.03
C: 1.3454 -0.8359 -1.2185  -0.62
O: -1.0833 -0.4204 -1.9125  -0.71
H: -0.9291 1.3751 1.6919  0.23
H: -1.9318 0.1786 0.5365  0.24
H: 0.3733 1.0238 -2.0896  0.19
H: 1.4842 -0.8896 -0.1789  0.23
H: 1.0318 -1.8058 -1.5921  0.20
H: 2.2711 -0.5904 -1.8164  0.23
H: -0.8049 -1.4146 -2.0586  0.47
I: -0.4409 -0.7185 4.3627  -0.10
H: -1.3073 0.5495 4.8308  0.10

Forces on atoms 1 to 2 (eV/Å):
C 0.6 0.9 1.7
C 3.0 -0.8 -0.5

The molecule C4H8FN. Source: the Open Molecules 2025 dataset; level of theory: the ωB97M-V functional and the def2-TZVPD basis.

Calculated values
Orbital gap   10.2 eV
SMILES   C[C@@H]1NC[C@@H]1F
Relative energy (zero: lowest compared OMol25 entry of this formula, charge and spin)   1.437 eV
E_tot   -311.7666 Eh

Each line ends with the natural charge from an NBO analysis.
Cartesian coordinates (Å):
C: -1.6323 -0.6220 -0.2969  -0.62
C: -0.4299 0.0589 0.3561  -0.06
N: 0.0261 1.1644 -0.4735  -0.62
C: 1.4323 0.6548 -0.2954  -0.26
C: 0.9245 -0.5612 0.3680  0.17
F: 0.9914 -1.7498 -0.3868  -0.38
H: -2.1360 0.1734 -0.8677  0.22
H: -1.3023 -1.3571 -0.9607  0.22
H: -2.2304 -0.9582 0.5876  0.21
H: -0.7730 0.3537 1.4546  0.17
H: -0.1217 2.1388 -0.0169  0.36
H: 2.0815 1.2322 0.4168  0.20
H: 1.8688 0.3579 -1.2206  0.22
H: 1.3010 -0.8857 1.3353  0.17

Forces on atoms 1 to 2 (eV/Å):
C -0.4 1.4 2.3
C -3.0 0.7 2.1

A cluster of 2 separate species, C4H8FN in total. Source: the Open Molecules 2025 dataset; level of theory: the ωB97M-V functional and the def2-TZVPD basis.

Calculated values
Orbital gap   10.1 eV
SMILES   C=C=CF.CN
Relative energy (zero: lowest compared OMol25 entry of this formula, charge and spin)   3.026 eV
E_tot   -311.7082 Eh

Each line ends with the natural charge from an NBO analysis.
Cartesian coordinates (Å):
C: -2.4500 -0.0809 -1.0287  -0.38
C: -1.4310 0.2917 -1.7044  -0.08
C: -0.4684 0.3802 -2.5218  0.15
F: -0.4909 -0.1038 -3.7959  -0.33
H: -3.2857 0.6751 -0.9103  0.22
H: -2.5455 -1.0771 -0.4025  0.24
H: 0.4679 0.8538 -2.2116  0.17
C: 1.0884 -1.0873 0.9554  -0.42
N: 0.6270 0.2413 0.6015  -0.84
H: 0.3717 -1.9555 0.8169  0.19
H: 1.0963 -1.0443 2.0640  0.20
H: 1.9676 -1.4383 0.5243  0.17
H: 1.2890 0.9331 0.8900  0.36
H: 0.3708 0.3715 -0.3373  0.35

Forces on atoms 1 to 2 (eV/Å):
C -2.7 -0.6 2.6
C -1.2 -1.2 -0.1

A cluster of 2 separate species, C4H8FN2O6P in total. Source: the Open Molecules 2025 dataset; level of theory: the ωB97M-V functional and the def2-TZVPD basis.

Calculated values
Orbital gap   1.8 eV
E_tot   -1159.0433 Eh
Total charge   -2

Each line ends with the natural charge from an NBO analysis.
Cartesian coordinates (Å):
O: 4.0284 -2.2792 -0.7505  -0.38
N: 4.6418 -1.5662 -1.5040  0.26
O: 4.5876 -0.2449 -1.0911  -0.71
P: 2.9437 0.4048 -0.9861  0.79
C: 1.2605 1.2816 -0.8154  0.38
O: 1.2293 2.3459 -0.2910  -0.53
N: -0.0121 0.7548 -1.3223  -0.72
C: -0.1463 -0.6300 -1.1061  0.92
O: -0.3943 -1.0415 -0.0555  -0.47
F: -0.0343 -1.5273 -2.1437  -0.37
H: 2.4746 -0.4566 -2.0116  -0.03
H: 2.8351 -0.0323 0.3713  0.02
H: 3.5141 1.6765 -1.2566  0.01
H: -0.1748 1.0226 -2.2900  0.39
O: -3.8634 0.8302 0.3797  -0.90
C: -3.3079 -0.1458 1.1158  -0.04
C: -3.3759 0.2162 2.6975  -0.03
O: -2.8156 -0.7436 3.4461  -0.89
H: -2.2388 -0.3672 0.9192  0.11
H: -3.7714 -1.1597 1.0304  0.06
H: -4.4564 0.4282 2.8904  0.06
H: -2.9241 1.2334 2.7735  0.07

Forces on atoms 1 to 2 (eV/Å):
O 0.0 -0.1 -0.4
N 0.2 -0.5 0.5

Which of these has the highest E_tot? number 5

Which value of E_tot does entry 4 give? -311.7666 Eh